(1)
Computed, not measured: a 2-piece molecular cluster, C4H12 overall at a distorted geometry, with ωB97M-V/def2-TZVPD.

Structure (SMILES)   CC.CC
Gap between HOMO and LUMO   12.17 eV
Spin multiplicity   1
Lowest unoccupied orbital energy   1.021 eV
DFT total energy   -4341.4212 eV

XYZ file:
```
16
Properties=species:S:1:pos:R:3:nbo_charge:R:1
C -0.642 1.825 1.496 -0.623
C 0.686 1.971 2.312 -0.615
H -1.183 2.762 1.384 0.211
H -0.439 1.266 0.567 0.205
H -1.173 0.982 1.986 0.207
H 0.638 1.381 3.222 0.206
H 0.621 3.017 2.555 0.204
H 1.547 1.796 1.665 0.207
C 0.091 -2.483 -1.461 -0.631
C 0.019 -1.321 -2.391 -0.641
H -0.576 -3.313 -1.728 0.212
H 1.088 -2.865 -1.276 0.210
H -0.404 -2.366 -0.477 0.209
H -0.353 -1.578 -3.391 0.213
H -0.707 -0.522 -2.071 0.208
H 0.788 -0.553 -2.392 0.220
```



(2)
Computed, not measured: a 2-piece molecular cluster, C4H12 overall at a distorted geometry, with ωB97M-V/def2-TZVPD.

Structure (SMILES)   CC.CC
Gap between HOMO and LUMO   12.35 eV
Spin multiplicity   1
Lowest unoccupied orbital energy   1.129 eV
DFT total energy   -4341.7364 eV

XYZ file:
```
16
Properties=species:S:1:pos:R:3:nbo_charge:R:1
C 1.278 1.448 -1.712 -0.623
C -0.030 1.399 -0.920 -0.621
H 1.330 2.306 -2.401 0.203
H 2.073 1.624 -0.948 0.211
H 1.397 0.607 -2.432 0.209
H -0.302 0.360 -0.881 0.211
H 0.025 2.037 0.011 0.209
H -0.910 1.832 -1.423 0.201
C -1.167 -1.985 1.231 -0.620
C -0.027 -0.942 1.456 -0.618
H -1.227 -2.781 1.952 0.210
H -2.140 -1.471 1.090 0.206
H -1.003 -2.363 0.219 0.203
H 0.774 -0.988 0.724 0.206
H 0.320 -1.168 2.497 0.203
H -0.390 0.087 1.536 0.210
```



(3)
Computed, not measured: a 2-piece molecular cluster, C4H12 overall at a distorted geometry, with ωB97M-V/def2-TZVPD.

Structure (SMILES)   CC.CC
Gap between HOMO and LUMO   12.35 eV
Spin multiplicity   1
Lowest unoccupied orbital energy   1.119 eV
DFT total energy   -4341.5292 eV

XYZ file:
```
16
Properties=species:S:1:pos:R:3:nbo_charge:R:1
C -0.061 -0.343 -2.481 -0.627
C 1.093 -1.021 -1.678 -0.604
H -1.105 -0.684 -2.297 0.212
H -0.032 0.777 -2.228 0.203
H 0.071 -0.273 -3.579 0.211
H 0.951 -1.089 -0.467 0.194
H 1.139 -2.035 -1.841 0.201
H 2.057 -0.541 -1.748 0.211
C -0.776 -0.068 2.006 -0.616
C -0.261 1.354 2.061 -0.611
H -1.767 0.041 2.428 0.205
H -0.893 -0.569 1.060 0.210
H -0.144 -0.601 2.722 0.208
H 0.890 1.550 1.924 0.197
H -0.369 1.740 3.091 0.202
H -0.766 2.152 1.492 0.206
```



(4)
Computed, not measured: a 2-piece molecular cluster, C4H12 overall at a distorted geometry, with ωB97M-V/def2-TZVPD.

Structure (SMILES)   CC.CC
Gap between HOMO and LUMO   12.08 eV
Spin multiplicity   1
Lowest unoccupied orbital energy   1.092 eV
DFT total energy   -4340.9715 eV

XYZ file:
```
16
Properties=species:S:1:pos:R:3:nbo_charge:R:1
C -0.770 1.828 -1.394 -0.605
C 0.417 1.275 -0.799 -0.625
H -1.337 2.624 -0.784 0.214
H -0.553 2.106 -2.487 0.200
H -1.402 0.897 -1.713 0.196
H 1.170 2.057 -0.576 0.208
H 0.795 0.469 -1.384 0.203
H 0.056 0.627 -0.066 0.209
C -0.469 -1.486 1.406 -0.613
C 1.000 -1.427 0.871 -0.617
H -0.989 -2.416 1.022 0.201
H -0.561 -1.726 2.535 0.199
H -1.074 -0.606 1.155 0.203
H 1.501 -0.664 1.480 0.212
H 1.507 -2.354 0.906 0.207
H 0.710 -1.204 -0.175 0.206
```



(5)
Computed, not measured: a 2-piece molecular cluster, C4H12 overall at a distorted geometry, with ωB97M-V/def2-TZVPD.

Structure (SMILES)   CC.CC
Gap between HOMO and LUMO   11.72 eV
Spin multiplicity   1
Lowest unoccupied orbital energy   1.042 eV
DFT total energy   -4340.3854 eV

XYZ file:
```
16
Properties=species:S:1:pos:R:3:nbo_charge:R:1
C -0.544 -0.093 2.246 -0.619
C 0.817 0.424 2.490 -0.650
H -1.297 0.238 2.975 0.213
H -1.076 0.445 1.295 0.196
H -0.649 -1.185 2.081 0.218
H 1.045 0.564 3.599 0.206
H 1.477 -0.425 2.209 0.208
H 1.411 1.266 2.037 0.229
C -0.539 -0.664 -2.015 -0.641
C 0.184 0.292 -2.857 -0.646
H -0.122 -1.018 -1.076 0.219
H -1.190 -0.073 -1.303 0.209
H -1.001 -1.377 -2.688 0.215
H 1.174 0.445 -2.476 0.207
H -0.326 1.228 -2.773 0.217
H 0.636 -0.067 -3.741 0.220
```



(6)
Computed, not measured: a 2-piece molecular cluster, C4H12 overall at a distorted geometry, with ωB97M-V/def2-TZVPD.

Structure (SMILES)   CC.CC
Gap between HOMO and LUMO   12.89 eV
Spin multiplicity   1
Lowest unoccupied orbital energy   1.157 eV
DFT total energy   -4342.4252 eV

XYZ file:
```
16
Properties=species:S:1:pos:R:3:nbo_charge:R:1
C 0.176 1.915 0.600 -0.605
C 1.553 2.253 1.169 -0.602
H -0.243 1.038 1.082 0.204
H -0.455 2.793 0.671 0.205
H 0.344 1.595 -0.432 0.200
H 2.021 3.083 0.637 0.200
H 2.257 1.421 1.096 0.199
H 1.523 2.488 2.225 0.199
C -0.485 -1.588 -0.468 -0.607
C -1.269 -2.561 -1.323 -0.607
H 0.536 -1.906 -0.263 0.203
H -0.443 -0.590 -0.901 0.203
H -0.969 -1.465 0.504 0.201
H -1.404 -3.526 -0.834 0.202
H -2.299 -2.220 -1.453 0.202
H -0.842 -2.731 -2.310 0.203
```



(7)
Computed, not measured: a 2-piece molecular cluster, C4H12 overall at a distorted geometry, with ωB97M-V/def2-TZVPD.

Structure (SMILES)   CC.CC
Gap between HOMO and LUMO   12.19 eV
Spin multiplicity   1
Lowest unoccupied orbital energy   1.143 eV
DFT total energy   -4341.2698 eV

XYZ file:
```
16
Properties=species:S:1:pos:R:3:nbo_charge:R:1
C 0.375 -1.163 -1.527 -0.603
C -0.816 -1.862 -0.900 -0.620
H 0.480 0.068 -1.319 0.191
H 1.283 -1.523 -1.018 0.204
H 0.505 -1.363 -2.579 0.207
H -0.819 -1.647 0.157 0.207
H -0.608 -2.948 -1.055 0.206
H -1.872 -1.762 -1.402 0.207
C -0.069 1.924 0.620 -0.613
C 0.384 1.092 1.782 -0.606
H -0.760 2.788 1.080 0.198
H 0.878 2.303 0.117 0.211
H -0.710 1.322 -0.038 0.209
H 1.481 0.719 1.441 0.191
H -0.288 0.291 1.996 0.205
H 0.555 1.760 2.644 0.206
```



(8)
Computed, not measured: a 2-piece molecular cluster, C4H12 overall at a distorted geometry, with ωB97M-V/def2-TZVPD.

Structure (SMILES)   CC.CC
Gap between HOMO and LUMO   12.53 eV
Spin multiplicity   1
Lowest unoccupied orbital energy   1.147 eV
DFT total energy   -4342.0750 eV

XYZ file:
```
16
Properties=species:S:1:pos:R:3:nbo_charge:R:1
C -0.723 1.135 0.450 -0.607
C -2.091 1.756 0.719 -0.609
H -0.731 0.132 0.910 0.201
H -0.542 0.948 -0.622 0.199
H 0.113 1.793 0.758 0.208
H -2.928 1.075 0.487 0.203
H -2.260 1.964 1.799 0.204
H -2.175 2.647 0.094 0.203
C 1.805 -1.680 0.089 -0.610
C 1.065 -1.151 -1.174 -0.600
H 1.192 -1.356 0.925 0.208
H 1.852 -2.770 -0.058 0.201
H 2.839 -1.360 0.064 0.204
H 1.660 -1.212 -2.084 0.199
H 0.721 -0.113 -1.042 0.199
H 0.203 -1.808 -1.314 0.197
```



(9)
Computed, not measured: a 2-piece molecular cluster, C4H12 overall at a distorted geometry, with ωB97M-V/def2-TZVPD.

Structure (SMILES)   CC.CC
Gap between HOMO and LUMO   12.72 eV
Spin multiplicity   1
Lowest unoccupied orbital energy   1.182 eV
DFT total energy   -4341.9939 eV

XYZ file:
```
16
Properties=species:S:1:pos:R:3:nbo_charge:R:1
C 0.954 0.799 -1.482 -0.602
C 1.613 -0.275 -2.384 -0.604
H 1.255 0.656 -0.470 0.200
H 1.124 1.794 -1.768 0.205
H -0.137 0.685 -1.543 0.199
H 1.768 -0.029 -3.366 0.203
H 1.094 -1.260 -2.332 0.199
H 2.533 -0.552 -1.962 0.200
C -0.955 -0.275 1.248 -0.610
C -1.574 -0.233 2.601 -0.606
H -1.422 0.403 0.581 0.203
H 0.110 0.037 1.127 0.202
H -1.100 -1.252 0.828 0.202
H -1.299 0.734 3.147 0.197
H -1.302 -1.052 3.259 0.205
H -2.663 -0.180 2.517 0.205
```



(10)
Computed, not measured: a 2-piece molecular cluster, C4H12 overall at a distorted geometry, with ωB97M-V/def2-TZVPD.

Structure (SMILES)   CC.CC
Gap between HOMO and LUMO   12.78 eV
Spin multiplicity   1
Lowest unoccupied orbital energy   1.108 eV
DFT total energy   -4342.2539 eV

XYZ file:
```
16
Properties=species:S:1:pos:R:3:nbo_charge:R:1
C 0.157 1.622 2.386 -0.620
C -0.147 0.122 2.392 -0.617
H -0.767 2.199 2.265 0.202
H 0.492 2.023 3.341 0.208
H 0.806 1.947 1.581 0.208
H -1.161 -0.046 2.025 0.206
H 0.531 -0.425 1.726 0.206
H -0.053 -0.349 3.373 0.208
C 0.606 -0.548 -2.048 -0.614
C -0.594 -1.209 -2.708 -0.614
H 1.162 0.049 -2.767 0.204
H 0.325 0.113 -1.231 0.204
H 1.338 -1.238 -1.616 0.205
H -0.755 -2.220 -2.341 0.204
H -0.410 -1.373 -3.775 0.203
H -1.530 -0.667 -2.603 0.207
```



(11)
Computed, not measured: a 2-piece molecular cluster, C4H12 overall at a distorted geometry, with ωB97M-V/def2-TZVPD.

Structure (SMILES)   CC.CC
Gap between HOMO and LUMO   12.64 eV
Spin multiplicity   1
Lowest unoccupied orbital energy   1.150 eV
DFT total energy   -4342.1132 eV

XYZ file:
```
16
Properties=species:S:1:pos:R:3:nbo_charge:R:1
C 2.437 -1.152 0.046 -0.606
C 1.255 -0.440 0.703 -0.606
H 3.234 -0.470 -0.226 0.205
H 2.824 -1.923 0.709 0.200
H 2.040 -1.742 -0.780 0.202
H 1.485 0.105 1.617 0.202
H 0.828 0.241 -0.015 0.203
H 0.544 -1.179 1.083 0.201
C -1.974 1.034 0.301 -0.628
C -1.716 0.503 -1.093 -0.620
H -2.958 1.452 0.526 0.211
H -1.698 0.417 1.139 0.209
H -1.475 2.003 0.439 0.205
H -2.561 0.031 -1.598 0.208
H -0.907 -0.222 -1.152 0.209
H -1.357 1.343 -1.699 0.206
```



(12)
Computed, not measured: a 2-piece molecular cluster, C4H12 overall at a distorted geometry, with ωB97M-V/def2-TZVPD.

Structure (SMILES)   CC.CC
Gap between HOMO and LUMO   12.52 eV
Spin multiplicity   1
Lowest unoccupied orbital energy   1.117 eV
DFT total energy   -4342.1562 eV

XYZ file:
```
16
Properties=species:S:1:pos:R:3:nbo_charge:R:1
C -1.596 1.228 -2.604 -0.605
C -0.412 0.618 -1.838 -0.611
H -1.610 0.920 -3.645 0.205
H -2.462 0.834 -2.077 0.200
H -1.569 2.311 -2.544 0.204
H -0.174 -0.414 -2.089 0.209
H 0.517 1.077 -2.288 0.193
H -0.382 0.870 -0.787 0.206
C 0.507 -0.397 2.451 -0.610
C 1.423 -1.492 1.958 -0.606
H 1.080 0.292 3.086 0.202
H -0.116 0.129 1.740 0.205
H -0.248 -0.751 3.177 0.199
H 0.871 -2.294 1.492 0.204
H 2.120 -1.096 1.194 0.201
H 2.050 -1.837 2.775 0.206
```



Relative energy (zero: lowest compared OMol25 entry of this formula, charge and spin) across the listed records, respectively: 106.8, 76.4, 96.4, 150.2, 206.8, 9.9, 121.4, 43.7, 51.6, 26.5, 40.1, 35.9 kJ/mol.
HOMO energy across the listed records, respectively: -11.15, -11.22, -11.23, -10.99, -10.68, -11.73, -11.05, -11.38, -11.54, -11.67, -11.49, -11.41 eV.